[1]
{"formula": "C4H11NO3S", "method": "the ωB97M-V functional and the def2-TZVPD basis", "e_above_lowest_ev": 3.611, "charge": 0, "homo_energy_ev": -8.53, "total_energy_ha": -837.53483, "species": ["O", "O", "O", "N", "S", "C", "C", "C", "C", "H", "H", "H", "H", "H", "H", "H", "H", "H", "H", "H"], "xyz": [[1.778, 1.499, -2.206], [2.605, 2.678, -0.372], [0.882, 0.826, -0.160], [-0.503, 0.459, 0.097], [1.193, 2.193, -1.050], [-0.158, -1.404, -1.381], [-0.335, -0.920, 2.261], [-1.065, -0.183, -1.040], [-1.009, 0.190, 1.445], [3.167, 2.670, -1.147], [-0.041, -2.095, -0.519], [0.764, -1.147, -1.769], [-0.680, -2.033, -2.156], [0.702, -0.763, 2.256], [-0.659, -1.094, 3.298], [-0.633, -1.957, 1.778], [-2.061, -0.493, -0.886], [-1.116, 0.382, -1.904], [-2.053, 0.117, 1.404], [-0.779, 1.075, 2.047]]}

=====

[2]
{"formula": "C20H22N2O4", "method": "the ωB97M-V functional and the def2-TZVPD basis", "e_above_lowest_ev": 0.784, "charge": 0, "homo_energy_ev": -8.07, "total_energy_ha": -1185.86395, "species": ["C", "C", "C", "C", "C", "O", "C", "N", "C", "C", "C", "C", "N", "C", "O", "C", "C", "C", "C", "O", "O", "C", "C", "C", "C", "C", "H", "H", "H", "H", "H", "H", "H", "H", "H", "H", "H", "H", "H", "H", "H", "H", "H", "H", "H", "H", "H", "H"], "xyz": [[-5.489, -1.410, -0.549], [-4.168, -0.710, -0.455], [-3.991, 0.582, -0.938], [-2.777, 1.239, -0.844], [-1.693, 0.609, -0.246], [-0.424, 1.158, -0.152], [-0.208, 2.479, 0.045], [-1.195, 3.312, 0.278], [-0.909, 4.591, 0.498], [0.378, 5.087, 0.493], [1.433, 4.213, 0.250], [1.151, 2.878, 0.021], [2.092, 1.882, -0.231], [3.448, 1.966, -0.208], [4.064, 2.988, 0.001], [4.165, 0.652, -0.501], [3.384, -0.624, -0.202], [4.275, -1.861, -0.298], [3.468, -3.126, -0.139], [2.268, -3.193, -0.130], [4.253, -4.202, -0.015], [-1.843, -0.688, 0.222], [-3.069, -1.332, 0.118], [-2.993, -2.702, 0.724], [-1.485, -2.950, 0.886], [-0.829, -1.560, 0.901], [-6.237, -0.766, -1.004], [-5.398, -2.316, -1.148], [-5.835, -1.703, 0.442], [-4.824, 1.092, -1.401], [-2.672, 2.242, -1.222], [-1.766, 5.222, 0.683], [0.567, 6.133, 0.675], [2.456, 4.553, 0.241], [1.665, 0.982, -0.400], [4.453, 0.676, -1.556], [5.089, 0.673, 0.081], [2.565, -0.758, -0.913], [2.960, -0.579, 0.803], [4.767, -1.907, -1.273], [5.058, -1.854, 0.462], [3.718, -5.007, 0.076], [-3.501, -2.702, 1.693], [-3.471, -3.459, 0.102], [-1.111, -3.510, 0.029], [-1.256, -3.519, 1.785], [-0.666, -1.206, 1.923], [0.134, -1.566, 0.392]]}

=====

[3]
{"formula": "C7H15FN", "method": "the ωB97M-V functional and the def2-TZVPD basis", "e_above_lowest_ev": 0.000, "charge": 1, "homo_energy_ev": -15.50, "total_energy_ha": -430.09532, "species": ["F", "C", "C", "C", "C", "C", "C", "C", "N", "H", "H", "H", "H", "H", "H", "H", "H", "H", "H", "H", "H", "H", "H", "H"], "xyz": [[3.607, -0.693, 0.553], [2.402, -0.532, -0.095], [1.661, 0.654, 0.513], [0.707, 1.374, -0.439], [-0.707, 0.849, -0.630], [-1.573, 0.794, 0.642], [-1.958, -0.676, 0.904], [-0.986, -1.494, 0.063], [-0.718, -0.608, -1.124], [1.871, -1.485, 0.001], [2.621, -0.348, -1.155], [2.441, 1.366, 0.790], [1.159, 0.375, 1.445], [0.553, 2.396, -0.081], [1.185, 1.475, -1.420], [-1.187, 1.435, -1.412], [-1.040, 1.226, 1.490], [-2.470, 1.394, 0.498], [-1.845, -0.955, 1.951], [-2.995, -0.876, 0.633], [-1.373, -2.444, -0.302], [-0.039, -1.650, 0.576], [-1.469, -0.716, -1.807], [0.153, -0.861, -1.595]]}

=====

[4]
{"formula": "C3H5N3", "method": "the ωB97M-V functional and the def2-TZVPD basis", "e_above_lowest_ev": 3.818, "charge": 0, "homo_energy_ev": -7.33, "total_energy_ha": -281.44973, "species": ["C", "C", "C", "N", "N", "N", "H", "H", "H", "H", "H"], "xyz": [[-0.362, -0.607, -1.614], [-0.197, -0.397, -0.268], [0.469, -0.931, 0.915], [0.749, 0.025, 1.749], [0.317, 1.204, 1.211], [-0.513, 0.871, 0.135], [0.149, 0.110, -2.252], [-0.675, -1.532, -2.062], [0.879, -1.922, 1.063], [-0.085, 1.837, 1.896], [-0.707, 1.376, -0.747]]}

=====

[5]
{"formula": "C5H15N2O", "method": "the ωB97M-V functional and the def2-TZVPD basis", "e_above_lowest_ev": 2.220, "charge": 1, "homo_energy_ev": -12.79, "total_energy_ha": -383.96944, "species": ["O", "C", "C", "N", "H", "H", "H", "H", "H", "H", "C", "C", "N", "C", "H", "H", "H", "H", "H", "H", "H", "H", "H"], "xyz": [[-0.201, 0.242, 2.948], [0.496, 1.154, 2.616], [1.508, 0.997, 1.489], [1.019, -0.180, 0.679], [0.479, 2.127, 3.135], [1.541, 1.864, 0.840], [2.467, 0.724, 1.926], [1.772, -0.798, 0.389], [0.375, -0.721, 1.277], [0.529, 0.133, -0.165], [-0.812, -2.234, -1.018], [-0.394, -1.102, -1.956], [-1.196, 0.099, -1.773], [-0.596, 1.278, -2.389], [-0.163, -3.100, -1.125], [-1.825, -2.556, -1.264], [-0.870, -1.934, 0.031], [-0.518, -1.415, -2.994], [0.696, -0.910, -1.865], [-1.386, 0.314, -0.801], [-1.307, 2.105, -2.313], [0.395, 1.547, -1.991], [-0.453, 1.133, -3.463]]}

=====

[6]
{"formula": "C2H3MgORb", "method": "the ωB97M-V functional and the def2-TZVPD basis", "s_squared": 1.566, "charge": 1, "homo_energy_ev": [-8.84, -11.92], "total_energy_ha": -376.96064, "multiplicity": 2, "species": ["O", "C", "Mg", "Rb", "H", "C", "H", "H"], "xyz": [[2.996, -1.096, 3.613], [2.889, -1.943, 2.853], [2.094, -0.013, -2.368], [-1.433, -0.629, -3.104], [2.942, -2.923, 2.438], [1.121, -0.982, -0.830], [1.619, -1.832, -1.304], [0.282, -1.376, -0.248]]}

=====

[7]
{"formula": "C6H11NS", "method": "the ωB97M-V functional and the def2-TZVPD basis", "e_above_lowest_ev": 1.794, "charge": 0, "homo_energy_ev": -8.86, "total_energy_ha": -688.08331, "species": ["C", "C", "C", "C", "C", "C", "H", "H", "H", "H", "H", "H", "H", "H", "H", "H", "H", "N", "S"], "xyz": [[-1.842, -0.784, 0.800], [-0.602, -1.028, 0.023], [1.507, -0.618, 0.913], [0.700, 0.736, 1.073], [0.185, 0.336, -0.327], [1.599, -0.124, -0.570], [-2.380, -1.711, 0.940], [-2.599, -0.112, 0.290], [-1.602, -0.413, 1.813], [-0.762, -1.703, -0.903], [0.123, -1.575, 1.910], [2.456, -0.787, 1.468], [-0.047, 0.627, 1.887], [1.150, 1.742, 1.072], [-1.714, 1.522, -0.727], [2.233, 0.773, -0.635], [1.537, -0.810, -1.420], [0.498, -1.683, 0.903], [-0.698, 1.445, -1.468]]}

=====

[8]
{"formula": "C3HNO2", "method": "the ωB97M-V functional and the def2-TZVPD basis", "e_above_lowest_ev": 2.536, "charge": 0, "homo_energy_ev": -10.32, "total_energy_ha": -320.00607, "species": ["O", "C", "C", "O", "C", "N", "H"], "xyz": [[-1.797, -1.223, -0.449], [-1.380, -0.214, 0.003], [0.392, 0.095, 0.173], [-0.254, 0.609, -0.790], [1.833, 0.138, 0.134], [2.988, 0.097, 0.234], [-1.797, 0.502, 0.708]]}

=====

[9]
{"formula": "C2H7NO4P", "method": "the ωB97M-V functional and the def2-TZVPD basis", "e_above_lowest_ev": 1.145, "charge": -1, "homo_energy_ev": -4.66, "total_energy_ha": -777.58855, "species": ["C", "C", "N", "O", "O", "O", "O", "P", "H", "H", "H", "H", "H", "H", "H"], "xyz": [[-1.781, -1.499, -0.297], [0.185, 0.958, 0.975], [-1.312, -0.459, -0.978], [2.648, 1.689, 0.666], [2.076, -0.689, -0.261], [1.388, 1.554, -1.489], [-0.542, 1.902, 1.101], [1.648, 0.726, -0.300], [-2.114, -2.294, -0.998], [-1.200, -1.879, 0.622], [-2.732, -1.169, 0.247], [0.292, 0.151, 1.791], [-1.193, 0.518, -0.643], [-0.651, -0.693, -1.636], [3.288, 1.184, 1.200]]}

=====

[10]
{"formula": "C25H30BBrFN10O2S4Ta", "method": "the ωB97M-V functional and the def2-TZVPD basis", "e_above_lowest_ev": 1.240, "charge": 2, "homo_energy_ev": -13.62, "total_energy_ha": -6016.92326, "species": ["Ta", "C", "C", "N", "N", "C", "S", "N", "N", "H", "H", "H", "H", "H", "H", "C", "N", "C", "C", "N", "B", "N", "C", "C", "N", "C", "C", "S", "C", "S", "H", "H", "H", "H", "H", "H", "H", "H", "H", "H", "H", "H", "F", "C", "C", "C", "C", "C", "C", "H", "H", "H", "H", "Br", "C", "C", "C", "C", "C", "C", "C", "O", "O", "H", "H", "H", "H", "N", "C", "N", "S", "H", "H", "H", "H"], "xyz": [[0.277, 0.369, -0.003], [1.944, -4.688, -3.145], [2.120, -4.132, -1.778], [2.464, -4.785, -0.716], [2.474, -3.829, 0.265], [2.144, -2.624, -0.148], [2.145, -1.194, 0.821], [1.918, -2.797, -1.450], [1.511, -1.753, -2.253], [2.300, -5.715, -3.155], [2.512, -4.112, -3.875], [0.893, -4.684, -3.438], [2.754, -4.077, 1.199], [0.831, -2.082, -2.922], [2.303, -1.348, -2.738], [-2.980, -2.468, 2.265], [-1.809, -2.026, 3.037], [-1.236, -2.723, 4.082], [-0.199, -1.974, 4.523], [-0.139, -0.830, 3.751], [1.009, 0.250, 3.915], [0.423, 1.687, 3.697], [-0.280, 2.405, 4.646], [-0.404, 3.674, 4.202], [0.224, 3.727, 2.969], [0.392, 4.940, 2.145], [0.702, 2.504, 2.684], [1.557, 2.129, 1.201], [-1.122, -0.883, 2.844], [-1.596, 0.350, 1.685], [-3.501, -3.228, 2.836], [-2.669, -2.885, 1.312], [-3.648, -1.631, 2.090], [-1.621, -3.672, 4.426], [0.499, -2.154, 5.328], [1.446, 0.169, 5.038], [1.839, 0.054, 3.075], [-0.615, 1.957, 5.570], [-0.865, 4.541, 4.651], [-0.215, 5.731, 2.573], [0.080, 4.745, 1.127], [1.433, 5.253, 2.146], [3.109, 2.040, -5.320], [2.453, 1.778, -4.196], [1.096, 1.500, -4.264], [0.419, 1.215, -3.091], [1.087, 1.182, -1.857], [2.459, 1.493, -1.835], [3.148, 1.790, -3.002], [0.592, 1.516, -5.226], [-0.638, 1.001, -3.149], [3.018, 1.505, -0.905], [4.204, 2.039, -2.996], [-6.741, -1.657, -1.835], [-5.052, -2.478, -1.720], [-4.923, -3.841, -1.944], [-3.666, -4.430, -1.859], [-2.554, -3.670, -1.536], [-2.698, -2.305, -1.319], [-3.951, -1.701, -1.412], [-1.532, -1.470, -0.957], [-1.451, -0.243, -1.337], [-0.603, -1.904, -0.232], [-5.797, -4.438, -2.179], [-3.564, -5.494, -2.047], [-1.573, -4.133, -1.457], [-4.065, -0.641, -1.213], [-3.150, 1.759, -1.994], [-2.747, 2.735, -1.188], [-3.505, 3.827, -1.088], [-1.283, 2.701, -0.287], [-3.984, 1.846, -2.551], [-2.631, 0.892, -2.006], [-4.368, 3.930, -1.594], [-3.203, 4.584, -0.505]]}

=====

[11]
{"formula": "C5H11NO", "method": "the ωB97M-V functional and the def2-TZVPD basis", "e_above_lowest_ev": 0.367, "charge": 0, "homo_energy_ev": -9.16, "total_energy_ha": -327.11784, "species": ["C", "C", "N", "C", "C", "C", "O", "H", "H", "H", "H", "H", "H", "H", "H", "H", "H", "H"], "xyz": [[1.595, 0.416, -1.586], [0.112, 0.674, -1.330], [-0.313, 0.227, -0.006], [-0.219, 1.205, 1.060], [-0.627, -1.099, 0.135], [-1.072, -1.614, 1.495], [-0.587, -1.861, -0.823], [1.885, 0.783, -2.577], [1.791, -0.659, -1.544], [2.223, 0.919, -0.841], [-0.494, 0.145, -2.069], [-0.114, 1.745, -1.403], [-0.862, 2.068, 0.841], [-0.537, 0.782, 2.013], [0.813, 1.567, 1.170], [-0.929, -2.695, 1.485], [-2.138, -1.412, 1.640], [-0.526, -1.191, 2.341]]}

=====

[12]
{"formula": "C25H43ClNO10", "method": "the ωB97M-V functional and the def2-TZVPD basis", "charge": 1, "homo_energy_ev": -11.09, "total_energy_ha": -2245.16376, "species": ["C", "C", "Cl", "C", "C", "C", "C", "C", "O", "O", "C", "C", "N", "H", "H", "H", "H", "H", "H", "H", "H", "H", "H", "H", "O", "C", "O", "C", "C", "C", "H", "H", "H", "H", "H", "H", "H", "H", "O", "C", "O", "C", "C", "C", "H", "H", "H", "H", "H", "H", "H", "H", "O", "C", "O", "C", "C", "C", "H", "H", "H", "H", "H", "H", "H", "H", "O", "C", "O", "C", "C", "C", "H", "H", "H", "H", "H", "H", "H", "H"], "xyz": [[8.088, 3.718, 0.673], [7.979, 2.956, -0.812], [9.575, 3.006, -1.773], [6.683, 3.540, -1.630], [5.328, 2.851, -0.935], [4.113, 3.817, -0.341], [2.847, 3.023, 0.360], [1.617, 3.903, 1.007], [1.714, 4.209, 2.312], [0.440, 4.311, 0.222], [2.836, 1.385, 0.427], [4.090, 0.554, -0.225], [5.229, 1.321, -0.859], [7.016, 3.806, 1.181], [8.727, 3.005, 1.374], [8.618, 4.757, 0.579], [7.804, 1.808, -0.540], [6.643, 4.715, -1.506], [6.702, 3.334, -2.791], [4.162, 4.997, -0.422], [0.811, 4.733, -0.617], [1.969, 0.770, 0.916], [4.169, -0.631, -0.211], [6.025, 0.763, -1.272], [-0.051, 0.045, 1.437], [-0.957, 0.263, 0.634], [-0.773, 0.024, -0.683], [-1.815, 0.072, -1.675], [-2.034, 1.492, -2.161], [-2.247, 0.881, 1.089], [-2.732, -0.394, -1.304], [-1.473, -0.544, -2.513], [-2.359, 2.150, -1.350], [-2.789, 1.517, -2.951], [-1.100, 1.910, -2.552], [-2.116, 1.963, 1.171], [-2.500, 0.471, 2.072], [-3.093, 0.664, 0.440], [3.316, 2.480, 8.736], [2.410, 2.698, 7.932], [2.594, 2.460, 6.616], [1.552, 2.508, 5.624], [1.333, 3.927, 5.138], [1.120, 3.317, 8.388], [0.635, 2.041, 5.994], [1.894, 1.892, 4.785], [1.008, 4.585, 5.948], [0.578, 3.953, 4.348], [2.267, 4.346, 4.747], [1.251, 4.398, 8.470], [0.867, 2.906, 9.371], [0.274, 3.100, 7.739], [-3.153, -2.994, -2.709], [-2.183, -3.731, -2.539], [-2.141, -4.948, -3.122], [-0.986, -5.807, -3.136], [-0.905, -6.627, -1.864], [-1.074, -3.328, -1.611], [-0.073, -5.235, -3.330], [-1.112, -6.482, -3.990], [-0.797, -5.992, -0.981], [-0.056, -7.315, -1.901], [-1.824, -7.208, -1.725], [-1.369, -3.549, -0.583], [-0.908, -2.251, -1.717], [-0.121, -3.807, -1.829], [-7.530, -2.642, -1.115], [-7.255, -3.181, -2.186], [-8.103, -3.087, -3.234], [-7.799, -3.520, -4.572], [-8.069, -5.003, -4.735], [-6.022, -4.024, -2.321], [-6.778, -3.243, -4.852], [-8.463, -2.960, -5.238], [-7.439, -5.603, -4.073], [-7.886, -5.318, -5.766], [-9.108, -5.233, -4.475], [-6.223, -5.021, -1.920], [-5.218, -3.557, -1.743], [-5.654, -4.109, -3.342]]}

=====

Number 1: F_max 4.2 eV/Å. Number 2: F_max 1.0 eV/Å. Number 3: F_max 0.4 eV/Å. Number 4: F_max 1.4 eV/Å. Number 5: F_max 1.1 eV/Å. Number 6: F_max 4.0 eV/Å. Number 7: F_max 2.8 eV/Å. Number 8: F_max 1.1 eV/Å. Number 9: F_max 6.0 eV/Å. Number 10: F_max 1.7 eV/Å. Number 11: F_max 0.3 eV/Å. Number 12: F_max 9.5 eV/Å.